The following is a quantum chemistry calculation of C45H53BaCl2F5N4O7P3S as an isolated structure at a distorted geometry, from OMol25.

```
121
Properties=species:S:1:pos:R:3:lowdin_charge:R:1
Ba -0.1325 -1.0521 1.9131 1.90
F -3.3831 -4.0343 6.0276 0.03
C -2.4293 -4.1106 5.0674 -0.30
C -2.1091 -2.9988 4.3256 -0.09
C -1.1034 -3.0363 3.3440 -0.20
C -0.4293 -4.2711 3.1707 -0.17
C -0.8379 -5.3804 3.9040 -0.23
F -0.3032 -6.6139 3.6764 0.03
C -1.8275 -5.3349 4.8639 0.03
C 0.7559 -4.3274 2.2482 -0.23
C 1.8251 -5.2110 2.4566 -0.01
C 2.9181 -5.1632 1.6131 -0.06
C 2.9423 -4.2484 0.5645 -0.07
C 1.8645 -3.4009 0.4352 -0.17
N 0.8016 -3.4260 1.2523 -0.04
H -2.6764 -2.0799 4.5215 0.09
H -2.1216 -6.2215 5.4093 0.12
H 1.8063 -5.9007 3.2846 0.11
H 3.7572 -5.8314 1.7771 0.10
H 3.7817 -4.1845 -0.1183 0.10
H 1.8192 -2.6577 -0.3701 0.08
C 2.6390 -1.2700 -2.9182 -0.28
P 2.0180 0.0975 -1.8577 1.04
C 1.7824 1.3855 -3.2212 -0.37
N 2.6709 1.3847 -4.1855 0.11
C 2.6147 2.3444 -5.1480 -0.22
C 3.6031 2.3764 -6.1654 -0.02
C 3.5569 3.3423 -7.1282 -0.09
C 2.5211 4.3133 -7.1221 -0.09
C 1.5716 4.3059 -6.1403 -0.02
C 1.6095 3.3143 -5.1253 -0.22
N 0.6464 3.2979 -4.1580 0.11
C 0.6833 2.3707 -3.2248 -0.37
P -0.7422 2.2966 -1.9899 1.04
C -1.4209 3.9946 -2.1984 -0.30
C -1.9802 1.2767 -3.0002 -0.72
C -3.2645 1.2441 -2.1560 -0.11
C -1.4178 -0.1445 -3.1287 -0.11
C -2.3047 1.8291 -4.3844 -0.10
C 3.5745 0.7540 -1.0158 -0.72
C 4.7554 1.1322 -1.9002 -0.10
C 3.1151 1.9775 -0.2032 -0.10
C 4.0147 -0.3626 -0.0544 -0.11
H 3.2969 -0.9141 -3.7108 0.02
H 1.7669 -1.7584 -3.3662 0.03
H 3.1547 -2.0097 -2.2980 0.02
H 4.3895 1.6274 -6.1409 0.11
H 4.3183 3.3744 -7.9037 0.10
H 2.4842 5.0628 -7.9091 0.10
H 0.7685 5.0369 -6.1100 0.11
H -1.4563 4.3044 -3.2369 0.02
H -0.7767 4.6852 -1.6482 0.03
H -2.4197 4.0341 -1.7531 0.03
H -3.0599 1.0076 -1.1072 0.06
H -3.9497 0.4779 -2.5462 0.09
H -3.7823 2.2110 -2.1990 0.07
H -1.1466 -0.5637 -2.1568 0.05
H -0.5346 -0.1733 -3.7838 0.07
H -2.1814 -0.8008 -3.5745 0.09
H -2.8041 2.8051 -4.3289 0.07
H -2.9928 1.1297 -4.8837 0.09
H -1.4206 1.9346 -5.0151 0.07
H 4.5775 2.0506 -2.4586 0.07
H 5.0047 0.3459 -2.6204 0.07
H 5.6330 1.2943 -1.2556 0.08
H 2.7240 2.7733 -0.8494 0.07
H 3.9639 2.3876 0.3608 0.09
H 2.3278 1.7051 0.5118 0.06
H 4.4061 -1.2336 -0.5975 0.07
H 3.1959 -0.6950 0.5894 0.04
H 4.8136 0.0110 0.6004 0.09
Cl -4.4561 -0.6516 1.3249 0.68
C -3.9495 -1.8495 0.1477 -0.57
C -4.9317 -2.6340 -0.4754 -0.14
C -4.5861 -3.5902 -1.3784 -0.61
Cl -5.8507 -4.5575 -2.1212 0.63
C -3.2261 -3.8173 -1.7022 -0.18
C -2.7794 -4.8201 -2.5966 -0.04
C -1.4496 -4.9567 -2.8523 -0.06
C -0.5411 -4.0698 -2.2342 -0.15
N -0.9080 -3.1309 -1.4000 0.14
C -2.2362 -3.0011 -1.0984 -0.14
C -2.5892 -1.9828 -0.1276 -0.41
O -1.6847 -1.2506 0.4395 -0.54
H -5.9767 -2.4725 -0.2318 0.10
H -3.5077 -5.4689 -3.0624 0.08
H -1.0838 -5.7287 -3.5215 0.10
H 0.5304 -4.1491 -2.4429 0.10
C -3.6467 1.3490 4.9114 -0.08
C -2.1844 1.3123 5.3060 -0.28
O -1.3835 2.1872 4.4738 -0.30
P -0.9455 1.5990 3.0163 0.76
O 0.1896 2.7303 2.6851 -0.30
C 1.3673 2.9685 3.5000 -0.28
C 1.2999 4.3657 4.0772 -0.07
O -2.0761 2.1707 2.0083 -0.32
C -2.4184 3.5703 1.9625 -0.29
C -3.8734 3.6899 1.5788 -0.07
H -4.2399 0.7598 5.6202 0.08
H -3.7919 0.9344 3.9098 0.05
H -4.0164 2.3803 4.9195 0.08
H -1.7979 0.2885 5.2478 0.10
H -2.0517 1.6606 6.3218 0.11
H 2.2362 2.8525 2.8572 0.11
H 1.4313 2.2428 4.2980 0.09
H 1.2475 5.1122 3.2769 0.08
H 2.1918 4.5609 4.6868 0.08
H 0.4090 4.4653 4.7062 0.07
H -1.7691 4.0625 1.2400 0.11
H -2.2408 4.0209 2.9358 0.11
H -4.0704 3.1408 0.6546 0.07
H -4.1403 4.7435 1.4344 0.08
H -4.5155 3.2663 2.3630 0.07
F 4.4936 -0.3524 3.3090 0.12
C 3.5869 -0.2619 4.2950 -0.65
F 3.5331 1.0052 4.7263 0.13
F 3.9440 -1.0515 5.3045 0.14
S 1.9659 -0.8182 3.6505 0.37
O 0.9726 -0.2744 4.5529 -0.34
O 2.1289 -2.2442 3.6363 -0.26
O 1.9247 -0.1915 2.3176 -0.65
```

Properties
* 2S+1: 1
* total charge: -1
* relative energy (zero: lowest compared OMol25 entry of this formula, charge and spin): 85.3 kcal per mole
* highest occupied orbital energy: -4.6 eV
* max |F|: 4.6 eV Å⁻¹